## one
The following is a quantum chemistry calculation of a gas-phase ion, C4H10N5 (charge +1), from the Open Molecules 2025 dataset.

```
19
C4H10N5 | the Open Molecules 2025 dataset | ωB97M-V/def2-TZVPD
N 1.5488 -1.4994 0.0638
N -0.6135 -3.4577 -1.5102
N 2.0120 -0.4542 0.4721
N -0.4408 -2.6642 -0.6294
N -0.9068 -0.0469 0.2947
C 1.2940 0.7572 0.6365
C -0.4487 2.3226 -0.1779
C 0.2539 -1.9295 0.1409
C 0.0879 0.9216 -0.2773
H -0.1631 -1.8828 1.0963
H -0.8862 -0.1679 1.2869
H 0.2639 0.6475 -1.2380
H -1.8355 0.2619 0.0768
H -1.5092 -3.3453 -2.0725
H -0.3906 2.8541 0.8804
H 2.0652 1.5685 0.4445
H -1.5202 2.1940 -0.3091
H 1.0537 0.8697 1.6419
H 0.1354 3.0509 -0.8204
```

Summary:
Structure (SMILES) ... C[C@H](N)C/N=N\C=[N+]=N
Net charge ... +1
Lowest unoccupied orbital energy (spin up / spin down) ... -5.664 / -5.667 eV

=====

## two
The following is a quantum chemistry calculation of 2 unconnected molecules or ions with the total composition C4H10N5, from the Open Molecules 2025 dataset.

```
19
C4H10N5 | the Open Molecules 2025 dataset | ωB97M-V/def2-TZVPD
N 0.6375 0.7716 -0.8516
N 2.5282 1.4803 0.3217
N -1.7709 0.5109 0.3111
N 1.7854 -0.6891 0.6050
N -0.2303 -1.4063 -0.3691
C -3.0410 0.6269 0.2244
C 0.8218 -1.6997 0.7050
C 1.6561 0.4408 0.0197
C -0.3111 -0.1649 -0.9693
H 2.6725 1.9684 -0.5647
H -3.6307 0.8516 1.1102
H 0.4136 -1.5545 1.6510
H -1.0320 -2.0623 -0.5442
H -3.5097 0.2670 -0.7290
H 3.4496 1.1868 0.8301
H -1.5190 0.9030 1.2555
H 0.7114 1.4579 -1.5685
H -0.9057 -0.1557 -1.8670
H 1.2743 -2.7327 0.4300
```

Summary:
Net charge ... +1
Lowest unoccupied orbital energy ... -3.128 eV

=====

Ranked by calculated energy, most stable first: two, one.

=====

## one
The following is a quantum chemistry calculation of 2 unconnected molecules or ions with the total composition C4H10N5, from the Open Molecules 2025 dataset.

```
19
C4H10N5 | the Open Molecules 2025 dataset | ωB97M-V/def2-TZVPD
N 0.6735 -2.1610 0.0205
N -0.7898 -0.7390 1.2324
N -0.4200 -0.4032 -1.0319
N -2.0362 0.9970 -0.0797
N 1.9128 0.2746 -0.5669
C -1.8469 0.2731 1.1651
C 2.3997 0.7628 0.4970
C -0.1948 -1.1150 0.1701
C -1.3137 0.5850 -1.1079
H 1.3238 -2.0615 -0.7682
H 1.2677 -2.1919 0.8313
H 3.0821 1.6118 0.6028
H -1.4940 1.1731 -2.0003
H -1.7579 1.0246 2.0085
H -2.7785 -0.2933 1.3259
H 0.0637 -0.7040 -1.9437
H -2.3976 1.9936 -0.2199
H 1.8979 0.4682 1.3851
H 2.4083 0.5051 -1.5201
```

Summary:
Net charge ... +1
Lowest unoccupied orbital energy ... -3.821 eV

=====

## two
The following is a quantum chemistry calculation of a gas-phase ion, C4H10N5 (charge +1), from the Open Molecules 2025 dataset.

```
19
C4H10N5 | the Open Molecules 2025 dataset | ωB97M-V/def2-TZVPD
N -2.2809 0.0633 -0.1285
N -0.4732 -0.2952 1.4294
N -0.2326 -0.2991 -1.0925
N 1.7531 0.2230 0.0826
N 1.0952 -1.9126 0.0999
C 1.3979 1.6135 0.3327
C 0.6529 -0.6439 0.1233
C -1.6433 -0.0180 1.1099
C -1.5116 -0.0432 -1.1714
H 2.4568 0.0073 0.8300
H -2.0824 0.1604 -2.1567
H 0.2468 -0.5222 -1.9290
H 2.3623 2.0093 0.4351
H 0.6489 1.7011 1.2538
H 0.7598 1.9750 -0.5311
H -3.3121 0.1288 -0.1847
H 0.4481 -2.7055 0.0638
H -2.2427 0.3439 1.9150
H 1.9571 -1.7858 -0.4816
```

Summary:
Structure (SMILES) ... CN[C@@]1(N)N=CNC=[NH+]1
Net charge ... +1
Lowest unoccupied orbital energy ... -3.905 eV

=====

Ranked by calculated energy, most stable first: one, two.

=====

## one
The following is a quantum chemistry calculation of 2 unconnected molecules or ions with the total composition C7H16O, from the Open Molecules 2025 dataset.

```
24
C7H16O | the Open Molecules 2025 dataset | ωB97M-V/def2-TZVPD
O -3.7334 -3.9840 -4.0154
C -0.4373 4.0324 1.2763
C -0.1107 0.3095 1.2447
C 0.2923 1.7154 1.1275
C 2.1552 -2.3650 -0.1898
C 1.8221 -0.8594 -0.2496
C -0.5697 2.6270 1.7025
C 0.3055 -0.5507 -0.0088
H 1.2416 1.8228 0.5384
H 0.3725 -0.0331 2.1714
H -1.4441 2.3952 2.2364
H -4.2624 -3.2177 -3.6997
H 2.5840 -2.6977 -1.1780
H 2.1771 -0.6086 -1.2510
H 2.8469 -2.5001 0.6524
H -0.2258 -1.5531 0.0011
H -0.0065 -0.2771 -0.9834
H -4.3090 -4.6964 -4.1935
H -0.4258 4.8481 2.0408
H 0.4804 4.2326 0.6890
H -1.2086 4.4227 0.6803
H 2.4049 -0.1319 0.3634
H -1.2402 0.1540 1.3033
H 1.2912 -3.0849 -0.2582
```

Summary:
Structure (SMILES) ... C/C=C/CCCC.O
Net charge ... 0
Lowest unoccupied orbital energy ... 0.953 eV

=====

## two
The following is a quantum chemistry calculation of 2 unconnected molecules or ions with the total composition C7H16O, from the Open Molecules 2025 dataset.

```
24
C7H16O | the Open Molecules 2025 dataset | ωB97M-V/def2-TZVPD
O -3.2215 -4.7177 -3.1322
C 1.9325 -2.2076 -0.4655
C -1.1571 2.5648 1.2579
C 0.6746 0.1170 -0.5566
C 1.9505 -0.6332 -0.3097
C -0.1935 1.6841 1.2975
C -0.3079 0.2250 0.7328
C -0.7198 3.9657 1.7168
H -3.3460 -5.4986 -3.7187
H -1.3055 4.3237 2.5692
H -2.9725 -5.2707 -2.4130
H 0.6982 1.9424 1.7920
H 2.8998 -2.6275 -0.3486
H 1.1484 -2.5763 0.1316
H 2.5336 -0.4555 0.6428
H 1.8063 -2.3748 -1.5373
H 0.1332 -0.1768 -1.4358
H -0.9630 4.6919 0.8984
H 0.0862 -0.4966 1.5290
H -2.0734 2.4486 0.7038
H 0.3877 3.9983 1.9594
H 2.6762 -0.1263 -1.0301
H -1.4023 -0.0072 0.4504
H 0.7352 1.2072 -0.7341
```

Summary:
Structure (SMILES) ... C/C=C/CCCC.O
Net charge ... 0
Lowest unoccupied orbital energy ... 0.880 eV

=====

Ranked by calculated energy, most stable first: two, one.

=====

## one
The following is a quantum chemistry calculation of 2 unconnected molecules or ions with the total composition C7H16O, from the Open Molecules 2025 dataset.

```
24
C7H16O | the Open Molecules 2025 dataset | ωB97M-V/def2-TZVPD
O -2.7732 0.7018 1.0871
C 0.4050 1.8977 1.4091
C -0.0865 -1.9089 -1.1077
C 1.0943 -0.8902 -1.3237
C -1.4463 -1.2533 -1.4040
C 1.0872 0.7878 0.6129
C 0.7809 0.5302 -0.8435
C 1.9917 0.0941 1.2835
H -1.4123 -0.6172 -2.2832
H -0.5745 1.4742 1.7787
H -1.9007 0.9147 1.4661
H -2.1445 -2.0597 -1.7286
H -0.1961 0.9729 -1.0776
H 1.1198 -0.7840 -2.4290
H 0.1280 -2.7883 -1.7442
H 2.2222 0.3229 2.3372
H -3.2608 0.4242 1.8686
H -1.8426 -0.7243 -0.5333
H 0.8568 2.1315 2.3609
H 1.4300 1.2736 -1.3527
H 0.2379 2.7618 0.7080
H 1.8061 -1.3992 -0.6820
H 2.5664 -0.7763 1.0573
H 0.0360 -2.4159 -0.1234
```

Summary:
Structure (SMILES) ... C=C(C)CCCC.O
Net charge ... 0
Lowest unoccupied orbital energy ... 0.795 eV

=====

## two
The following is a quantum chemistry calculation of 2 unconnected molecules or ions with the total composition C7H16O, from the Open Molecules 2025 dataset.

```
24
C7H16O | the Open Molecules 2025 dataset | ωB97M-V/def2-TZVPD
O 1.5679 0.0834 0.9534
C -1.1029 0.8366 -0.7561
C -1.3878 -1.3944 1.8318
C 0.3305 -0.2755 -1.1218
C -1.7482 -0.0958 1.8740
C 1.6020 0.2695 -0.4550
C 1.9078 1.7262 -0.8018
C 0.0274 -1.6717 -0.7694
H -2.6975 0.2400 1.4880
H 2.8577 2.0116 -0.3531
H -1.9538 0.3500 -1.2243
H -0.7640 1.6737 -1.3682
H 0.3424 -0.1045 -2.1974
H -0.5117 -1.7379 2.3639
H -1.1231 0.6514 2.3399
H -1.2622 1.3419 0.1880
H 0.9172 -2.2938 -0.6210
H 1.1498 2.3972 -0.4019
H -2.1297 -2.1545 1.6276
H -0.6655 -2.1457 -1.4607
H 2.4471 -0.3468 -0.7840
H -0.5028 -1.6761 0.2723
H 1.9705 1.8607 -1.8807
H 0.7288 0.4544 1.2565
```

Summary:
Structure (SMILES) ... CC(C)[C@@H](C)O.C=C
Net charge ... 0
Lowest unoccupied orbital energy ... 0.995 eV

=====

Ranked by calculated energy, most stable first: one, two.

=====

## one
The following is a quantum chemistry calculation of 2 unconnected molecules or ions with the total composition C7H16O, from the Open Molecules 2025 dataset.

```
24
C7H16O | the Open Molecules 2025 dataset | ωB97M-V/def2-TZVPD
O 4.3172 0.2325 -4.1184
C 0.0856 0.3151 0.4060
C -0.6370 0.2075 4.2536
C -1.3332 0.0514 -2.4826
C -0.6977 -0.8913 -0.1716
C -1.7957 -0.4581 -1.1179
C -0.5278 -0.1613 2.8012
C -0.2023 0.6848 1.8405
H -0.6779 -0.6491 -2.9928
H 0.0249 -1.5507 -0.6635
H -1.0906 -1.5108 0.6304
H -0.1452 1.1897 -0.2103
H -2.1994 0.0720 -3.1344
H -0.9032 1.0399 -2.4342
H -2.3828 0.3051 -0.6143
H 1.1666 0.1780 0.3172
H -0.9671 1.2248 4.4209
H -0.5959 -1.2233 2.5879
H 3.4363 0.6234 -4.1529
H 0.3520 0.0996 4.7088
H -1.2823 -0.4619 4.8195
H -2.5472 -1.2336 -1.2699
H -0.1496 1.7289 2.1274
H 4.2186 -0.4543 -3.4354
```

Summary:
Structure (SMILES) ... C/C=C/CCCC.O
Net charge ... 0
Lowest unoccupied orbital energy ... 0.576 eV

=====

## two
The following is a quantum chemistry calculation of 2 unconnected molecules or ions with the total composition C7H16O, from the Open Molecules 2025 dataset.

```
24
C7H16O | the Open Molecules 2025 dataset | ωB97M-V/def2-TZVPD
O 3.0593 0.6730 0.3200
C -2.4243 -0.9053 -0.1181
C 1.3415 -1.1627 0.0415
C -2.4265 -0.7262 1.3649
C 0.8784 1.1442 0.9631
C 1.3069 0.8347 -1.5036
C 1.5542 0.3328 -0.0916
C -2.4189 0.0822 -0.9982
H 1.6215 -1.4987 1.0376
H 1.5023 1.9030 -1.5664
H 0.2846 -1.3837 -0.1125
H 0.2682 0.6547 -1.7758
H 1.9479 0.3153 -2.2148
H 1.9276 -1.7056 -0.6990
H 1.7687 1.8624 1.1094
H -2.3153 1.1134 -0.6916
H -2.3356 0.3247 1.6366
H 3.6987 0.3636 -0.3326
H -1.5984 -1.2760 1.8165
H -2.4472 -0.0994 -2.0612
H 0.7733 0.6268 1.9097
H -3.3499 -1.1214 1.7936
H -2.5528 -1.9265 -0.4625
H -0.0645 1.5746 0.6349
```

Summary:
Structure (SMILES) ... CC(C)(C)O.C=CC
Net charge ... 0
Lowest unoccupied orbital energy ... 0.958 eV

=====

Ranked by calculated energy, most stable first: one, two.